i | C20H18N2O4 in the gas phase, computed with ωB97M-V/def2-TZVPD.

LUMO energy   -0.332 eV
SMILES   COc1ccc(/C=C(/C#N)C(=O)Nc2ccc(C)cc2C)cc1C(=O)O
Frontier orbital gap   8.48 eV
HOMO energy   -0.3237 Ha

ORCA input file:
```
! RIJCOSX wB97M-V def2-TZVPD def2/J DEFGRID3
* xyz 0 1
C -4.5150 -0.4541 -0.9562
H -4.5910 -0.3783 -2.0449
O -3.7350 0.5881 -0.4180
C -2.4487 0.7048 -0.7810
C -1.7875 -0.1680 -1.6469
C -0.4481 -0.0039 -1.9241
C 0.2971 1.0148 -1.3270
C -0.3656 1.9079 -0.4884
C -1.7174 1.7709 -0.2172
C -2.3860 2.7566 0.6659
O -3.5365 3.0984 0.6111
O -1.5324 3.2648 1.5748
H -1.9836 3.9372 2.1090
H 0.1648 2.7446 -0.0611
C 1.7163 1.1095 -1.5996
C 2.6654 1.5640 -0.7608
C 4.0053 1.6369 -1.1993
N 5.0959 1.6752 -1.5526
C 2.4557 2.0662 0.6413
O 2.7631 3.1911 0.9712
N 1.9444 1.1790 1.5360
C 1.3567 -0.0810 1.2868
C 0.0233 -0.2564 1.6462
C -0.6315 -1.4386 1.3728
C 0.0365 -2.4792 0.7395
C 1.3827 -2.3167 0.4498
C 2.0707 -1.1418 0.7283
C 3.5460 -1.0787 0.4724
H 4.0186 -1.9848 0.8484
H 4.0000 -0.2238 0.9665
H 3.7615 -1.0153 -0.5937
H 1.9275 -3.1367 0.0032
C -0.6712 -3.7500 0.3805
H -1.5972 -3.8516 0.9408
H -0.9119 -3.7542 -0.6830
H -0.0415 -4.6139 0.5818
H -1.6688 -1.5510 1.6517
H -0.4994 0.5546 2.1313
H 1.7020 1.6070 2.4225
H 2.0323 0.7520 -2.5735
H 0.0425 -0.6961 -2.5926
H -2.3208 -0.9823 -2.1104
H -5.5037 -0.3310 -0.5180
H -4.1152 -1.4362 -0.6837
*
```

---

ii | C20H18N2O4 in the gas phase, computed with ωB97M-V/def2-TZVPD.

LUMO energy   0.633 eV
SMILES   Cc1c(C=O)c2ccccc2n1CC(=O)NCc1ccc2c(c1)OCO2
Frontier orbital gap   8.74 eV
HOMO energy   -0.2981 Ha

ORCA input file:
```
! RIJCOSX wB97M-V def2-TZVPD def2/J DEFGRID3
* xyz 0 1
C -1.6341 -2.9240 -0.9433
C -1.0059 -2.0211 0.0465
C 0.3095 -2.0139 0.4901
C 1.3597 -2.9196 0.1124
O 1.2814 -3.8453 -0.6656
H 2.3181 -2.7096 0.6321
C 0.4271 -0.9244 1.4189
C 1.4799 -0.3966 2.1590
C 1.2404 0.6984 2.9614
C -0.0312 1.2607 3.0559
C -1.0950 0.7516 2.3377
C -0.8537 -0.3339 1.5061
N -1.7039 -1.0331 0.6739
C -3.0426 -0.6262 0.3213
H -3.6462 -1.5005 0.0727
H -3.5002 -0.0917 1.1552
C -2.9024 0.2721 -0.9217
O -3.1742 -0.1103 -2.0368
N -2.3827 1.4845 -0.6327
H -2.0983 1.6575 0.3217
C -1.6133 2.2359 -1.6140
C -0.1597 1.9229 -1.3619
C 0.5682 2.6816 -0.4590
C 1.8662 2.3389 -0.0881
C 2.3950 1.2045 -0.6506
C 1.6673 0.4325 -1.5604
C 0.3883 0.7663 -1.9263
H -0.1718 0.1586 -2.6172
O 2.4258 -0.6266 -1.9651
C 3.6659 -0.4919 -1.3068
O 3.6249 0.6394 -0.4606
H 4.4677 -0.3645 -2.0527
H 3.8674 -1.3947 -0.7113
H 2.4292 2.9301 0.6135
H 0.1216 3.5658 -0.0293
H -1.8232 3.3008 -1.4940
H -1.9339 1.9037 -2.6021
H -2.0807 1.1829 2.4496
H -0.1887 2.1081 3.7060
H 2.0478 1.1264 3.5359
H 2.4661 -0.8311 2.1053
H -0.8738 -3.5837 -1.3512
H -2.4110 -3.5296 -0.4745
H -2.0909 -2.3511 -1.7501
*
```

---

iii | C20H18N2O4 in the gas phase, computed with ωB97M-V/def2-TZVPD.

LUMO energy   -0.841 eV
SMILES   COc1ccc(/C=C(\C#N)C(=O)OCC(=O)NCc2ccccc2)cc1
Frontier orbital gap   7.98 eV
HOMO energy   -0.3241 Ha

ORCA input file:
```
! RIJCOSX wB97M-V def2-TZVPD def2/J DEFGRID3
* xyz 0 1
C 6.8047 1.4724 0.8946
H 6.6772 1.0622 1.9007
O 6.4962 0.5164 -0.0948
C 5.2495 0.0051 -0.1493
C 5.0197 -0.9421 -1.1564
C 3.7864 -1.5248 -1.2950
C 2.7229 -1.1907 -0.4380
C 2.9647 -0.2419 0.5626
C 4.2022 0.3470 0.7080
H 4.3453 1.0724 1.4930
H 2.1716 0.0371 1.2373
C 1.4608 -1.8401 -0.6342
C 0.2936 -1.6995 0.0438
C 0.0212 -0.8259 1.1105
N -0.2993 -0.1232 1.9621
C -0.8758 -2.5096 -0.3912
O -0.9288 -3.1429 -1.4129
O -1.8597 -2.4292 0.5176
C -3.1389 -2.9545 0.1924
H -3.3926 -3.7295 0.9223
H -3.1259 -3.3950 -0.8093
C -4.1997 -1.8427 0.2460
O -5.2637 -1.9538 -0.3212
N -3.8341 -0.7967 1.0034
H -2.8959 -0.7776 1.3790
C -4.5652 0.4559 1.0270
C -3.8181 1.4876 0.2200
C -4.2396 1.8336 -1.0561
C -3.5087 2.7324 -1.8141
C -2.3452 3.2845 -1.3060
C -1.9150 2.9369 -0.0364
C -2.6477 2.0432 0.7236
H -2.3035 1.7699 1.7106
H -1.0053 3.3603 0.3632
H -1.7732 3.9826 -1.8995
H -3.8455 2.9979 -2.8054
H -5.1406 1.3930 -1.4569
H -4.6724 0.7797 2.0668
H -5.5503 0.2592 0.6000
H 1.4223 -2.5601 -1.4451
H 3.6250 -2.2533 -2.0756
H 5.8372 -1.1963 -1.8121
H 6.1928 2.3726 0.7857
H 7.8516 1.7272 0.7394
*
```

---

The most stable of them is ii.

---

i | A molecular structure, C2HF2OP, computed with ωB97M-V/def2-TZVPD.

LUMO energy   -0.953 eV
Frontier orbital gap   8.20 eV
HOMO energy   -0.3365 Ha

ORCA input file:
```
! RIJCOSX wB97M-V def2-TZVPD def2/J DEFGRID3
* xyz 0 1
C -1.2114 -0.9897 -0.0252
C -0.2598 -0.1276 -0.1634
O -2.0241 0.0682 -0.2706
F 2.0589 0.5010 1.0899
F 1.1922 2.0516 -0.3758
P 1.4946 0.5005 -0.4676
H -1.2505 -2.0042 0.2127
*
```

---

ii | C2HF2OP in the gas phase, computed with ωB97M-V/def2-TZVPD.

LUMO energy   -1.049 eV
SMILES   O=PC=C(F)F
Frontier orbital gap   8.97 eV
HOMO energy   -0.3683 Ha

ORCA input file:
```
! RIJCOSX wB97M-V def2-TZVPD def2/J DEFGRID3
* xyz 0 1
C 0.1830 0.6529 0.0165
C 1.3684 1.2185 0.0110
O -2.5959 0.8550 0.0627
F 2.5335 0.5819 -0.0154
F 1.5919 2.5261 0.0391
P -1.5069 1.7987 -0.0438
H 0.0804 -0.4192 -0.0076
*
```

---

The most stable of them is ii.

---

i | CH3NS2 in the gas phase, computed with ωB97M-V/def2-TZVPD.

LUMO energy   0.465 eV
SMILES   S=CNS
Frontier orbital gap   9.31 eV
HOMO energy   -0.3250 Ha

ORCA input file:
```
! RIJCOSX wB97M-V def2-TZVPD def2/J DEFGRID3
* xyz 0 1
C -0.0740 0.5633 0.4472
H -0.2792 -2.7496 0.2975
H -0.3519 -0.2501 -1.4276
H 0.2747 0.1723 1.4244
N -0.0951 -0.4237 -0.4711
S 0.6825 -1.9023 -0.2173
S -0.5909 2.0531 0.2373
*
```

---

ii | 2 unconnected molecules or ions with the total composition CH3NS2, computed with ωB97M-V/def2-TZVPD.

LUMO energy (spin up / spin down)   -1.270 / -0.924 eV
Frontier orbital gap (spin up / spin down)   6.60 / 7.50 eV
HOMO energy (spin up / spin down)   -0.2892 / -0.3095 Ha

ORCA input file:
```
! RIJCOSX wB97M-V def2-TZVPD def2/J DEFGRID3
* xyz 0 1
C -0.6471 0.3654 0.0855
N 0.3320 1.1239 -0.3607
S -2.1750 0.1291 0.3465
S 0.8254 -1.9544 0.0626
H 0.0752 2.0417 -0.6814
H 1.4292 1.0773 -0.2011
H 0.1604 -2.7830 0.7486
*
```

---

iii | 2 unconnected molecules or ions with the total composition CH3NS2, computed with ωB97M-V/def2-TZVPD.

LUMO energy (spin up / spin down)   -0.578 / -2.382 eV
Frontier orbital gap (spin up / spin down)   9.26 / 6.20 eV
HOMO energy (spin up / spin down)   -0.3615 / -0.3154 Ha

ORCA input file:
```
! RIJCOSX wB97M-V def2-TZVPD def2/J DEFGRID3
* xyz 0 1
C -1.0125 -0.1895 0.5210
N -0.2438 0.9867 0.7438
S -0.7964 1.0766 -0.7662
S 2.0617 -0.8206 -0.7468
H -0.3948 -1.0693 0.4383
H -2.0076 -0.3107 0.9838
H 2.3934 0.3268 -1.1739
*
```

---

iv | CH3NS2 in the gas phase, computed with ωB97M-V/def2-TZVPD.

LUMO energy   0.057 eV
SMILES   Cn1ss1
Frontier orbital gap   8.50 eV
HOMO energy   -0.3101 Ha

ORCA input file:
```
! RIJCOSX wB97M-V def2-TZVPD def2/J DEFGRID3
* xyz 0 1
C -0.0047 -0.3623 0.6997
N 0.3543 0.7007 -0.1526
S -0.7924 1.2548 -1.3588
S 0.8032 0.1860 -1.8216
H 0.7949 -0.7039 1.2385
H -0.6776 0.1467 1.3285
H -0.4778 -1.2220 0.0664
*
```

---

The most stable of them is i.

---

i | A molecular structure, ClZn, computed with ωB97M-V/def2-TZVPD.

LUMO energy   -9.813 eV
Frontier orbital gap   6.64 eV
HOMO energy   -0.6045 Ha

ORCA input file:
```
! RIJCOSX wB97M-V def2-TZVPD def2/J DEFGRID3
* xyz 1 1
Zn -1.2180 -0.2661 0.3228
Cl 1.2180 0.2661 -0.3228
*
```

---

ii | A molecular structure, ClZn, computed with ωB97M-V/def2-TZVPD.

LUMO energy   -11.024 eV
Frontier orbital gap   4.03 eV
HOMO energy   -0.5532 Ha

ORCA input file:
```
! RIJCOSX wB97M-V def2-TZVPD def2/J DEFGRID3
* xyz 1 1
Zn -1.5332 -0.9150 -1.0733
Cl 1.5332 0.9150 1.0733
*
```

---

The most stable of them is i.